[1]
61
Properties=species:S:1:pos:R:3:forces:R:3 method="wB97M-V/def2-TZVPD" total_charge=+1 de_lowest_ev=31.6813 energy_ha=-2239.78149 spin_multiplicity=1 e_lumo_ev=-9.70 homo_ha=-0.4089 max_force_ha_per_bohr=0.145
Hf 4.250 4.357 0.438 -0.73 -0.18 -0.19
N -0.312 1.092 0.528 2.52 0.64 -2.08
O -0.772 0.752 -0.540 -0.34 0.54 -1.29
O 0.649 1.891 0.619 -0.23 0.54 -0.62
O -0.641 0.550 1.510 -1.71 -1.74 3.99
N 5.707 -0.855 0.719 0.03 -2.42 -0.65
O 5.660 -1.322 1.849 0.63 -1.01 0.45
O 6.098 -1.525 -0.263 -0.42 1.31 1.49
O 5.244 0.256 0.638 -0.41 2.35 -1.32
N 0.502 7.325 -1.812 -1.45 0.27 -1.52
O 1.084 6.646 -1.015 2.31 -2.29 3.26
O -0.637 7.627 -1.583 -1.75 0.76 0.65
O 1.026 7.595 -2.850 1.37 0.87 -2.11
C -1.397 -4.913 1.922 1.65 -1.70 3.62
O -1.581 -6.085 1.807 -0.42 -3.40 -0.84
N -0.682 -4.467 2.960 1.63 1.85 1.36
N -1.953 -4.064 1.158 -2.95 3.29 -4.36
H -0.330 -3.525 2.870 0.13 -0.12 0.37
H -0.107 -5.108 3.489 -0.27 -0.04 -0.30
H -2.605 -4.566 0.572 -0.09 0.48 -0.34
H -2.116 -3.072 1.247 0.32 -0.31 0.49
C 3.207 2.042 5.500 2.26 1.43 -5.14
O 3.422 2.656 4.393 -0.82 -0.10 2.12
N 4.034 2.067 6.490 2.75 1.40 2.69
N 2.367 1.076 5.577 -5.16 -3.41 -0.36
H 4.861 2.623 6.323 -0.05 -0.23 0.49
H 3.998 1.373 7.223 0.22 0.41 -0.11
H 2.146 0.509 6.383 0.52 0.45 0.23
H 1.593 1.040 4.930 0.37 0.21 -0.27
C -4.046 0.081 -6.015 0.36 -0.35 -0.02
O -4.968 -0.073 -5.289 -1.95 -0.13 2.88
N -4.227 -0.052 -7.314 0.42 -0.02 -4.19
N -2.754 0.301 -5.656 0.72 0.14 -0.06
H -5.112 -0.275 -7.748 0.03 0.11 0.77
H -3.491 0.097 -7.989 -0.08 -0.07 0.24
H -2.561 0.525 -4.690 0.07 0.17 -0.44
H -2.183 0.602 -6.433 0.44 0.15 0.82
C -5.924 0.226 6.271 1.53 -2.61 1.58
O -5.508 -0.896 6.477 0.00 -1.72 -0.21
N -6.826 0.776 7.043 -2.44 0.12 1.81
N -5.370 1.048 5.463 1.50 3.68 -3.56
H -6.978 0.112 7.788 -0.80 0.89 0.48
H -7.036 1.764 7.022 -0.20 -0.52 0.56
H -5.813 1.955 5.500 0.79 0.10 -0.98
H -4.686 0.794 4.766 -0.37 0.07 0.30
C 1.974 -4.710 -2.677 0.05 -2.56 -0.53
O 2.763 -5.589 -2.955 0.87 -0.64 -1.21
N 2.071 -4.072 -1.581 2.20 3.20 5.58
N 0.810 -4.497 -3.240 -2.53 -0.15 -3.46
H 1.338 -3.551 -1.121 0.10 -0.32 -0.27
H 2.863 -4.375 -1.031 -0.12 0.39 0.23
H 0.412 -3.569 -3.252 0.02 -0.25 -0.08
H 0.766 -5.035 -4.094 -0.62 0.33 -0.24
C 2.898 2.321 -4.542 0.08 -2.71 -1.29
O 3.124 2.813 -3.521 1.91 2.52 6.73
N 2.320 2.894 -5.508 -3.32 3.44 -5.61
N 3.116 1.065 -4.924 1.18 -3.11 0.62
H 2.042 3.864 -5.540 0.12 -0.32 0.14
H 1.968 2.223 -6.176 -0.43 1.26 -0.35
H 3.081 0.885 -5.917 0.27 -0.81 0.68
H 3.222 0.369 -4.199 0.30 -0.13 -0.63

---

[2]
48
Properties=species:S:1:pos:R:3:forces:R:3 method="wB97M-V/def2-TZVPD" smiles="NC(N)=O.NC(N)=O.NC(N)=O.NC(N)=O.NC(N)=O.NC(N)=O" de_lowest_ev=0.7454 energy_ha=-1351.78818 spin_multiplicity=1 e_lumo_ev=0.20 homo_ha=-0.3117 max_force_ha_per_bohr=0.034
C -8.761 7.951 -4.438 -0.70 0.24 0.02
O -9.885 8.014 -3.957 0.15 -0.18 0.00
N -8.445 8.591 -5.616 0.44 -0.32 0.91
N -7.730 7.284 -3.854 0.56 0.04 -0.19
H -9.221 8.890 -6.173 0.13 0.00 -0.21
H -7.522 8.422 -5.981 -0.27 0.04 -0.65
H -6.827 7.228 -4.297 -0.04 -0.12 -0.02
H -7.853 6.778 -2.999 -0.28 0.13 0.05
C -4.902 8.916 -5.997 -1.06 -1.10 0.81
O -4.168 8.386 -5.171 0.18 0.40 -0.27
N -5.442 8.242 -7.070 0.70 0.91 0.31
N -5.468 10.162 -5.840 0.24 0.08 -0.54
H -5.888 8.823 -7.760 -0.26 -0.46 -0.22
H -5.424 7.233 -7.082 0.02 0.00 -0.17
H -5.461 10.555 -4.915 0.11 -0.18 0.08
H -6.339 10.224 -6.353 0.05 0.70 0.22
C -2.719 10.373 -2.287 0.64 0.35 -0.41
O -2.169 9.294 -2.160 -0.10 -0.12 0.38
N -2.908 11.232 -1.233 -0.28 -0.07 0.02
N -3.080 10.858 -3.511 -0.26 0.29 -0.12
H -2.469 11.001 -0.362 0.00 -0.11 -0.01
H -3.233 12.172 -1.361 0.04 -0.01 -0.05
H -3.602 11.708 -3.624 0.05 0.02 0.14
H -3.044 10.246 -4.312 -0.03 -0.36 0.18
C -8.023 11.394 -8.621 0.54 -0.14 0.25
O -7.349 10.586 -7.990 -0.30 -0.18 -0.22
N -7.827 11.619 -9.954 -0.55 0.40 0.43
N -8.995 12.157 -8.028 0.70 -0.69 -1.03
H -7.131 11.111 -10.463 0.04 -0.06 0.08
H -8.462 12.233 -10.430 0.16 -0.14 -0.33
H -9.293 12.958 -8.551 -0.49 0.23 0.64
H -9.169 11.960 -7.061 -0.17 0.46 0.09
C -0.902 6.148 -4.560 -0.50 -0.63 0.04
O -1.387 5.267 -5.264 0.39 0.41 -0.06
N -1.638 7.144 -4.008 -0.20 0.15 0.18
N 0.442 6.198 -4.252 -0.09 0.47 0.11
H -2.632 7.177 -4.171 0.07 -0.20 -0.28
H -1.338 7.775 -3.282 0.20 -0.02 -0.16
H 0.700 6.717 -3.433 0.29 -0.02 -0.06
H 1.062 5.494 -4.601 -0.18 -0.21 0.07
C -7.213 4.854 -7.331 0.25 0.33 0.24
O -6.631 5.668 -6.629 0.18 -0.14 -0.18
N -8.201 4.059 -6.826 -0.13 0.02 -0.14
N -6.950 4.663 -8.664 -0.69 -0.53 0.23
H -8.616 3.304 -7.340 0.09 -0.03 0.00
H -8.420 4.150 -5.851 0.04 0.10 0.02
H -7.703 4.253 -9.186 0.28 -0.01 -0.38
H -6.223 5.148 -9.153 0.01 0.24 0.21

---

[3]
48
Properties=species:S:1:pos:R:3:forces:R:3 method="wB97M-V/def2-TZVPD" smiles="NC(N)=O.NC(N)=O.NC(N)=O.NC(N)=O.NC(N)=O.NC(N)=O" de_lowest_ev=4.4418 energy_ha=-1351.65234 spin_multiplicity=1 e_lumo_ev=-0.08 homo_ha=-0.3214 max_force_ha_per_bohr=0.163
C -13.370 15.265 36.849 1.05 3.45 5.29
O -13.070 16.337 37.385 -0.30 0.33 -0.25
N -13.069 14.963 35.666 1.67 -0.24 -6.91
N -13.794 14.235 37.492 -2.52 -4.12 3.27
H -12.332 15.562 35.322 -0.38 -0.36 -0.81
H -13.420 14.107 35.261 0.55 0.29 -0.33
H -13.756 13.322 37.060 -0.11 0.03 0.14
H -13.974 14.196 38.485 -0.04 0.66 -0.32
C -12.068 11.485 36.934 0.61 0.52 -0.16
O -13.252 11.459 36.760 -3.93 -0.10 -0.88
N -11.452 11.174 37.997 1.63 -1.81 5.32
N -11.219 11.900 36.064 1.36 1.91 -5.75
H -11.964 11.062 38.861 0.43 -0.39 -0.15
H -10.472 10.977 37.853 0.16 -0.04 0.98
H -11.644 12.047 35.160 0.49 0.15 -0.22
H -10.223 12.056 36.128 -0.13 -0.47 0.47
C -15.048 10.893 33.189 -3.24 1.40 4.67
O -16.049 11.425 33.622 -0.65 1.86 0.26
N -15.047 10.154 32.172 -0.07 -4.08 -7.30
N -13.934 10.724 33.841 4.39 -0.09 2.16
H -14.397 9.381 32.177 -0.47 0.05 -0.53
H -15.845 10.082 31.557 0.08 0.09 0.37
H -13.776 10.839 34.831 -0.32 0.52 -0.23
H -13.255 10.191 33.316 0.45 0.34 0.76
C -16.042 9.461 36.961 -3.57 -3.48 0.80
O -17.011 8.793 37.344 0.01 0.01 0.43
N -15.087 8.865 36.281 2.98 -1.59 -1.62
N -15.952 10.721 37.136 0.51 4.18 0.48
H -14.924 7.902 36.539 -0.13 0.18 -0.30
H -14.291 9.388 35.944 -0.11 -0.29 0.36
H -15.103 11.159 36.807 -0.52 0.59 0.43
H -16.754 11.194 37.528 0.41 0.08 -0.26
C -7.692 11.935 37.723 -0.58 0.72 0.40
O -8.433 11.216 37.104 -0.84 -1.61 -1.08
N -8.034 13.124 38.183 0.04 3.02 1.19
N -6.441 11.687 38.121 2.12 -2.11 -0.47
H -7.196 13.587 38.504 -1.01 0.92 0.20
H -8.877 13.667 38.067 0.12 -0.57 -0.23
H -5.854 12.372 38.577 -0.18 -0.36 -0.24
H -5.989 10.915 37.653 0.12 0.11 0.29
C -11.542 12.550 32.215 -0.49 -4.15 -2.57
O -10.710 11.676 32.020 0.93 -0.06 0.57
N -12.773 12.420 31.726 -2.05 0.83 -0.75
N -11.373 13.647 32.860 2.05 4.27 3.00
H -13.091 11.610 31.212 0.28 0.35 0.11
H -13.276 13.295 31.679 -0.57 -0.62 -0.33
H -12.082 14.307 33.148 0.04 -0.37 -0.35
H -10.420 13.876 33.106 -0.21 0.00 0.05

---

[4]
36
Properties=species:S:1:pos:R:3:forces:R:3 method="wB97M-V/def2-TZVPD" smiles=CCN(CC)CCN.O.O.O.O de_lowest_ev=0.7896 energy_ha=-653.44239 spin_multiplicity=1 e_lumo_ev=0.69 homo_ha=-0.3264 max_force_ha_per_bohr=0.044
N 1.593 1.732 -2.027 0.70 -0.27 -0.05
C 0.912 1.780 -0.720 -0.31 0.21 -1.30
C 1.758 0.958 0.254 -1.32 -0.01 -0.28
N 0.990 -0.181 0.759 0.02 0.12 0.52
C -0.003 0.339 1.738 0.85 -0.04 -0.61
C -0.910 -0.741 2.313 0.33 1.47 1.24
C 1.873 -1.201 1.347 -0.50 -1.40 -0.52
C 1.589 -2.609 0.757 0.26 0.95 0.12
H 2.492 2.187 -1.939 0.24 -0.05 -0.06
H 1.135 2.215 -2.777 -0.59 0.33 -0.09
H -0.067 1.349 -0.911 -0.10 -0.42 0.37
H 0.654 2.802 -0.454 0.41 0.12 0.58
H 2.068 1.609 1.080 0.58 -0.11 0.02
H 2.556 0.544 -0.353 0.49 0.18 0.32
H -0.612 1.048 1.194 -0.27 0.23 -0.25
H 0.565 0.967 2.451 -0.40 -0.42 0.45
H -1.173 -1.389 1.507 -0.27 -0.84 -0.23
H -0.483 -1.223 3.198 0.17 -0.48 -0.53
H -1.797 -0.256 2.731 -0.14 -0.07 -0.31
H 1.692 -1.327 2.411 0.21 0.45 0.34
H 2.928 -1.014 1.169 0.11 0.53 0.16
H 2.101 -3.359 1.358 0.09 -0.15 -0.14
H 0.530 -2.758 0.834 -0.60 -0.39 -0.04
H 1.872 -2.675 -0.295 0.05 -0.04 0.09
H 0.911 -0.200 -2.690 -0.37 -0.28 0.02
H 0.033 -0.792 -1.620 0.37 -0.14 -0.04
O 0.234 -0.903 -2.565 0.12 0.42 0.43
H -3.688 -0.671 -0.500 -0.19 -0.08 -0.72
H -2.736 -0.273 0.514 0.84 -0.01 0.61
O -3.554 0.023 0.144 -0.60 0.49 0.24
H -2.777 -2.450 -2.131 0.13 1.82 0.18
H -1.743 -1.311 -2.274 -0.32 0.17 -0.15
O -2.671 -1.459 -2.008 0.22 -2.20 -0.36
H -2.590 2.675 -0.311 0.87 0.62 -0.77
H -1.851 3.322 -1.579 -0.35 -0.30 1.09
O -1.831 3.243 -0.600 -0.73 -0.39 -0.31

---

[5]
39
Properties=species:S:1:pos:R:3:forces:R:3 method="wB97M-V/def2-TZVPD" smiles=CCCc1cnc[nH]1.O.O.O.O.O.O.O de_lowest_ev=0.0000 energy_ha=-879.26130 spin_multiplicity=1 e_lumo_ev=0.15 homo_ha=-0.3103 max_force_ha_per_bohr=0.016
C 2.165 0.626 -2.288 -0.05 -0.11 -0.14
C 0.667 0.836 -2.104 0.09 0.00 -0.03
C 0.088 -0.090 -1.026 0.30 0.11 -0.12
C -1.342 0.200 -0.724 0.48 -0.11 0.32
C -1.929 0.998 0.222 0.00 -0.11 0.00
N -3.293 0.997 0.066 -0.20 0.26 0.37
C -3.524 0.210 -0.946 0.07 -0.18 -0.23
N -2.372 -0.298 -1.462 -0.49 -0.34 -0.58
H 2.696 0.832 -1.359 0.07 -0.01 0.05
H 2.581 1.264 -3.069 -0.06 0.04 0.04
H 2.376 -0.408 -2.571 0.02 -0.01 0.06
H 0.135 0.648 -3.038 0.00 0.02 -0.11
H 0.471 1.884 -1.858 -0.07 -0.04 0.11
H 0.235 -1.120 -1.353 -0.23 -0.13 -0.07
H 0.694 -0.021 -0.124 -0.06 0.22 0.23
H -1.459 1.533 1.034 0.06 0.04 -0.08
H -4.494 -0.036 -1.346 0.01 0.00 0.00
H -2.296 -1.014 -2.197 0.17 0.27 0.39
H -0.979 -4.708 -0.472 0.24 0.34 -0.14
H -0.687 -3.364 0.211 0.00 0.03 -0.09
O -0.553 -3.852 -0.637 -0.22 -0.45 0.24
H 1.504 -0.892 2.865 -0.38 -0.05 0.17
H 0.224 -0.265 3.439 0.09 -0.20 0.01
O 0.613 -1.123 3.220 0.28 0.29 -0.17
H -1.744 -1.809 1.391 -0.04 -0.23 -0.08
H -0.517 -2.121 2.217 0.06 -0.21 -0.03
O -1.189 -2.560 1.650 -0.02 0.57 0.09
H 0.450 3.673 0.169 -0.03 0.00 -0.15
H -0.125 4.517 1.303 0.23 -0.05 -0.14
O 0.711 4.192 0.936 -0.33 -0.02 0.16
H 2.586 0.967 2.417 0.28 -0.08 0.22
H 3.693 0.060 3.019 -0.09 0.07 -0.09
O 3.002 0.083 2.348 -0.11 -0.06 -0.09
H 2.113 3.181 3.464 0.11 0.01 0.09
H 1.380 2.994 2.129 0.17 -0.04 0.32
O 1.756 2.499 2.891 -0.30 0.08 -0.40
H -0.855 -2.716 -3.499 -0.19 0.02 0.02
H -1.208 -3.121 -2.060 -0.05 -0.02 0.11
O -1.573 -2.676 -2.856 0.18 0.07 -0.27